Computed, not measured: a molecular structure, C19H36N4O2S2SbSi3W, with ωB97M-V/def2-TZVPD.

Last column: natural (NBO) charge in e.
Cartesian coordinates (Å):
1 W -1.2743 0.2213 0.3861  0.828
2 N -0.8618 -3.0999 7.7741  -0.688
3 C -0.9866 -2.5438 6.5769  0.295
4 C -1.0940 -3.3634 5.4137  -0.249
5 C -1.1622 -2.8077 4.1791  -0.094
6 C -1.1430 -1.3877 4.0689  -0.553
7 C -1.0801 -0.5484 5.2165  -0.094
8 C -1.0062 -1.1252 6.4425  -0.256
9 S -1.0503 -0.7066 2.5935  2.175
10 O -1.7920 -1.4275 1.4473  -0.827
11 O 0.2985 -0.5778 1.9448  -0.882
12 N -1.4426 0.9128 2.3956  -0.778
13 C -2.6375 1.2578 1.6519  0.390
14 N -2.1929 2.0705 0.5495  -0.593
15 C -3.3446 2.6456 -0.0722  -0.028
16 C -4.4326 1.8990 -0.2050  -0.226
17 C -4.2884 0.4810 0.2484  -0.185
18 N -3.6131 0.4230 1.5648  -0.366
19 H -0.8647 -4.1005 7.8915  0.425
20 H -0.8057 -2.5399 8.6097  0.425
21 H -1.1256 -4.4395 5.5237  0.250
22 H -1.2346 -3.4320 3.2985  0.253
23 H -1.0928 0.5290 5.1164  0.253
24 H -0.9707 -0.5072 7.3300  0.250
25 H -3.2484 3.6843 -0.3560  0.249
26 H -5.3677 2.2679 -0.6014  0.272
27 H -5.1996 -0.1011 0.2921  0.271
28 C 2.7298 -2.7714 -1.5666  -1.191
29 Si 2.1495 -1.6663 -2.9068  1.729
30 C 3.4255 -0.5472 -3.5809  -1.203
31 C 0.8974 -2.3505 -4.0583  -1.198
32 Sb 0.4168 -0.1266 -1.2882  0.023
33 Si 2.6966 1.6134 0.4932  1.997
34 C 3.3714 0.2281 1.4415  -1.251
35 C 3.5910 2.3051 -0.9326  -1.242
36 C 1.3020 2.6235 1.0838  -1.228
37 Si -0.7755 1.3516 -4.0970  1.979
38 C -1.8382 -0.0266 -4.6080  -1.243
39 C 0.8456 1.7873 -4.7992  -1.239
40 C -1.5290 2.6207 -3.0421  -1.242
41 H 3.2434 -3.6353 -2.0035  0.293
42 H 1.9004 -3.1475 -0.9667  0.268
43 H 3.4324 -2.2577 -0.9089  0.259
44 H 4.2654 -1.1941 -3.8690  0.299
45 H 3.8093 0.1577 -2.8438  0.258
46 H 3.1197 -0.0106 -4.4773  0.267
47 H 1.2158 -3.3552 -4.3572  0.300
48 H 0.8019 -1.7507 -4.9639  0.260
49 H -0.0805 -2.4517 -3.5866  0.268
50 H 4.1780 -0.2648 0.8978  0.279
51 H 2.5893 -0.4945 1.6710  0.300
52 H 3.7782 0.5981 2.3904  0.309
53 H 4.5138 1.7677 -1.1523  0.281
54 H 3.8557 3.3462 -0.7154  0.308
55 H 2.9537 2.3040 -1.8198  0.270
56 H 0.5033 2.0097 1.4980  0.266
57 H 0.9127 3.2323 0.2674  0.275
58 H 1.6313 3.3060 1.8791  0.306
59 H -1.4066 -0.6602 -5.3811  0.285
60 H -2.7784 0.3891 -4.9878  0.306
61 H -2.0858 -0.6351 -3.7345  0.286
62 H 1.1608 1.1508 -5.6263  0.283
63 H 1.6007 1.7474 -4.0116  0.270
64 H 0.7904 2.8179 -5.1650  0.305
65 H -2.0976 2.1372 -2.2493  0.268
66 H -2.2309 3.2311 -3.6245  0.302
67 H -0.7736 3.2788 -2.6127  0.270
68 S -3.0722 -0.3416 -0.9661  0.150

Values from the calculation:
ΔE to the lowest compared entry with this formula, charge and spin	137.9	kJ/mol
total charge	+3
molecular weight	806.515	g mol⁻¹
multiplicity	1


Computed, not measured: a molecular structure, C34H36ClFeN6O5S2Se, with ωB97M-V/def2-TZVPD.

Last column: Mulliken charge in e.
Cartesian coordinates (Å):
1 Fe 0.1291 -0.5495 -0.6034  -0.054
2 C -1.2512 -1.8506 -4.7391  -1.457
3 C -1.2064 -1.4124 -3.3217  0.449
4 N -0.1251 -0.8039 -2.7542  1.410
5 N 0.9443 -0.6458 -3.5255  -0.995
6 C 1.6307 0.5059 -3.1732  0.277
7 N 2.6511 0.8441 -3.9764  -0.462
8 S 1.3441 1.4710 -1.8219  -0.387
9 C -2.2444 -1.7891 -2.4312  -0.141
10 C -3.3991 -2.5592 -2.7034  -0.938
11 C -4.2446 -2.7852 -1.6214  -0.362
12 C -3.8811 -2.3742 -0.3426  -1.144
13 C -2.7246 -1.6389 -0.1622  0.041
14 N -1.9765 -1.3047 -1.1903  0.298
15 H -0.2898 -1.5685 -5.2233  0.380
16 H -1.4269 -2.9467 -4.7714  0.304
17 H -2.0491 -1.3741 -5.3390  0.294
18 H 3.1192 0.1197 -4.5381  0.272
19 H 3.3426 1.4380 -3.5331  0.227
20 H -3.6288 -3.0043 -3.6640  0.383
21 H -5.1652 -3.3297 -1.7432  0.390
22 H -4.4856 -2.6437 0.5165  0.401
23 H -2.4162 -1.2494 0.7987  0.586
24 O -0.3859 -2.3951 0.7174  -0.860
25 C -5.2638 1.4898 3.4883  -1.263
26 C -4.2908 2.6022 3.9110  -0.181
27 C -2.8071 2.2446 3.6919  -0.750
28 N -2.4861 2.1129 2.2495  0.481
29 C -1.2848 2.1529 1.6368  -0.488
30 S -1.0895 1.0834 0.3237  0.128
31 N -0.4187 3.1749 1.8050  0.127
32 C -0.5915 4.4651 2.3812  -0.002
33 O 0.3028 4.9573 3.0525  -0.648
34 C -1.8967 5.1607 2.1333  0.266
35 C -2.2464 6.1392 3.1132  -0.849
36 C -3.4416 6.8282 2.9924  -0.430
37 C -4.2286 6.6404 1.8477  -0.381
38 C -3.8505 5.7422 0.8556  -0.705
39 C -2.6915 4.9788 1.0134  0.261
40 H -6.2911 1.8073 3.6929  0.415
41 H -5.0500 0.5567 4.0484  0.293
42 H -5.2106 1.2699 2.4090  0.272
43 H -4.4077 2.8254 4.9785  0.353
44 H -4.5144 3.5211 3.3453  0.084
45 H -2.5633 1.2837 4.2026  0.445
46 H -2.1397 2.9931 4.1300  0.290
47 H -3.0835 1.4501 1.7592  -0.009
48 H 0.5528 2.9409 1.6009  0.237
49 H -1.5596 6.3025 3.9382  0.377
50 H -3.7447 7.5468 3.7562  0.355
51 H -5.1458 7.2145 1.7138  0.331
52 H -4.4848 5.5631 -0.0271  0.365
53 H -2.5013 4.1911 0.3001  0.390
54 Se 0.7258 -3.5581 -0.6389  0.248
55 C 0.4097 -5.3737 -1.0421  0.332
56 C -0.7635 -6.1353 -1.1526  -0.321
57 C -0.6401 -7.5244 -1.2352  -0.520
58 C 0.6202 -8.1037 -1.1923  -0.327
59 C 1.7970 -7.3472 -1.2509  -0.615
60 C 1.6695 -5.9686 -1.3087  -0.551
61 H -1.7197 -5.6286 -1.1786  0.421
62 H -1.5327 -8.1621 -1.2534  0.315
63 H 0.6738 -9.1901 -1.1593  0.307
64 H 2.7730 -7.8032 -1.2464  0.364
65 H 2.5466 -5.3658 -1.5379  0.324
66 C 5.6824 -0.3614 -2.0610  -1.400
67 C 5.5561 0.4893 -0.8356  1.330
68 C 5.5918 1.8858 -0.9971  -0.613
69 C 5.6774 2.7471 0.1289  0.226
70 Cl 5.8680 4.4419 0.0182  -0.280
71 C 5.6151 2.1735 1.4279  -0.796
72 C 5.4128 0.7940 1.5857  -0.566
73 C 5.6149 -0.0595 0.4859  0.803
74 O 5.8661 -1.3867 0.6891  -0.514
75 C 4.6691 -2.2254 0.5579  -0.843
76 C 3.3076 -1.5007 0.3614  0.875
77 O 2.9991 -1.0965 1.4848  -0.658
78 O 2.8035 -1.3350 -0.8157  -0.477
79 H 5.7635 0.2898 -2.9549  0.406
80 H 4.7847 -0.9912 -2.1847  0.072
81 H 6.5848 -0.9998 -2.0013  0.284
82 H 5.5841 2.3560 -1.9906  0.162
83 H 5.6875 2.8752 2.2446  0.381
84 H 5.1499 0.3788 2.5529  0.391
85 H 4.5765 -2.7310 1.5265  0.386
86 H 4.8133 -2.9767 -0.2238  0.176

Values from the calculation:
total charge	-2
molecular weight	843.091	g mol⁻¹
multiplicity	6
E	-188943.0251	eV


Computed, not measured: 2 unconnected molecules or ions with the total composition C6H9N2O2, with ωB97M-V/def2-TZVPD.

Last column: natural (NBO) charge in e.
Cartesian coordinates (Å):
1 C 0.5774 4.2305 -0.7847  -0.739
2 C 0.2751 2.9189 0.0196  0.785
3 O 0.2802 2.9768 1.2466  -0.741
4 O 0.1262 1.9026 -0.7287  -0.828
5 H -0.0522 4.4412 -1.6292  0.200
6 H 1.6522 4.2175 -1.2188  0.194
7 H 0.5779 4.9885 0.0048  0.203
8 C -0.8837 -4.1427 -0.5371  -0.642
9 C 0.3784 -1.2001 1.1153  0.162
10 C -0.3765 -1.6636 -0.9269  -0.172
11 C -0.4250 -2.7733 -0.0919  0.087
12 N 0.0646 -0.6521 -0.0559  -0.497
13 N -0.0352 -2.4855 1.1826  -0.520
14 H 0.2627 0.3242 -0.3489  0.471
15 H 0.7992 -0.6238 1.9080  0.194
16 H -0.7305 -1.3271 -1.8633  0.210
17 H -1.1073 -4.7968 0.3219  0.214
18 H -0.0496 -4.4944 -1.1477  0.212
19 H -1.8645 -4.1492 -1.0018  0.205

Values from the calculation:
ΔE to the lowest compared entry with this formula, charge and spin	64.8	kJ/mol
total charge	-1
molecular weight	141.150	g mol⁻¹
multiplicity	1


Computed, not measured: 7 unconnected molecules or ions with the total composition C6H26Cl3N4O4, with ωB97M-V/def2-TZVPD.

Last column: natural (NBO) charge in e.
Cartesian coordinates (Å):
1 N 1.7958 -2.7378 -3.7108  -0.878
2 H 2.4547 -3.4475 -3.4237  0.447
3 H 1.9539 -2.2802 -4.5972  0.461
4 H 1.6400 -2.0244 -3.0130  0.472
5 H 0.8900 -3.1846 -3.7227  0.460
6 N 3.9874 -0.2219 -1.0713  -0.883
7 H 4.7166 -0.7563 -1.5217  0.448
8 H 3.0367 -0.5396 -1.1948  0.466
9 H 4.0089 0.7074 -1.4661  0.448
10 H 4.1556 -0.3236 -0.0806  0.459
11 N 0.9930 1.5465 -3.2783  -0.859
12 H 1.9032 1.8451 -2.9583  0.435
13 H 0.3227 2.2078 -2.9129  0.472
14 H 0.8564 0.6530 -2.8278  0.465
15 H 0.9761 1.4995 -4.2871  0.463
16 N 1.9491 -3.4762 0.2287  -0.860
17 H 1.6680 -2.5131 0.1128  0.472
18 H 2.7422 -3.6176 0.8379  0.460
19 H 2.1921 -3.9684 -0.6191  0.437
20 H 1.2203 -3.9692 0.7247  0.475
21 C 0.2933 -0.6817 -0.5788  -0.257
22 O 1.2872 -0.9371 -1.4859  -1.093
23 H -0.5933 -1.2142 -0.9232  0.184
24 H 0.5401 -0.9531 0.4476  0.138
25 H 0.1473 0.3927 -0.4664  0.163
26 C -3.7516 0.0349 -1.0324  -0.277
27 Cl -3.6296 -1.4855 -0.1768  0.024
28 Cl -4.0668 1.3941 0.1073  0.030
29 Cl -5.0162 -0.0879 -2.3094  0.045
30 H -2.8060 0.1572 -1.5604  0.187
31 C -2.0053 0.6931 2.9834  -0.614
32 C -1.8110 2.1939 3.0479  0.055
33 C -2.9727 2.8747 3.6820  -0.091
34 O -2.3801 3.6078 4.7452  -0.456
35 C -1.0845 3.2830 4.8295  0.963
36 O -0.1948 3.8305 5.4724  -0.546
37 O -0.8250 2.2434 3.9504  -0.509
38 H -2.7727 0.3341 2.2976  0.212
39 H -2.1212 0.2607 3.9772  0.240
40 H -1.0822 0.2313 2.6331  0.180
41 H -1.4836 2.7193 2.1508  0.161
42 H -3.7137 2.1573 4.0346  0.201
43 H -3.4203 3.5528 2.9554  0.201

Values from the calculation:
ΔE to the lowest compared entry with this formula, charge and spin	139.8	kJ/mol
total charge	+3
molecular weight	324.657	g mol⁻¹
multiplicity	1


Computed, not measured: 2 unconnected molecules or ions with the total composition C3H12N2, with ωB97M-V/def2-TZVPD.

Last column: natural (NBO) charge in e.
Cartesian coordinates (Å):
1 C 0.9523 2.2279 -0.1025  -0.409
2 N -0.1755 2.6284 0.7160  -0.627
3 C -1.3562 2.4734 -0.0688  -0.413
4 H 0.7007 1.3576 -0.6933  0.159
5 H 1.0647 3.0657 -0.7483  0.195
6 H 1.9129 2.0090 0.4571  0.200
7 H -0.3532 2.0202 1.5095  0.348
8 H -1.0642 2.3277 -1.1677  0.177
9 H -2.0325 3.2872 -0.1006  0.194
10 H -1.8708 1.5237 0.1924  0.175
11 C 0.1847 -3.7053 0.3418  -0.416
12 N 0.8625 -2.6939 -0.4592  -0.819
13 H 0.2866 -4.5125 -0.3919  0.191
14 H -0.9290 -3.5061 0.6008  0.161
15 H 0.7590 -4.0156 1.1565  0.189
16 H 0.2442 -2.6877 -1.3050  0.350
17 H 0.8138 -1.7999 0.0633  0.344

Values from the calculation:
ΔE to the lowest compared entry with this formula, charge and spin	141.6	kJ/mol
molecular weight	76.143	g mol⁻¹
multiplicity	1


Computed, not measured: a molecular structure, C33H41N2O4P2S3W, with ωB97M-V/def2-TZVPD.

Last column: Mulliken charge in e.
Cartesian coordinates (Å):
1 W 1.0139 0.6561 0.1646  1.661
2 N 1.4199 2.4621 -1.2121  -0.533
3 C 0.3385 3.1607 -1.8927  -0.001
4 C 0.5988 4.3366 -2.5844  -0.547
5 C -0.4280 4.9651 -3.2646  -0.749
6 C -1.7081 4.4183 -3.2626  -0.848
7 C -1.9519 3.2460 -2.5718  -0.429
8 C -0.9279 2.6041 -1.8734  -0.137
9 P -1.2036 1.1056 -0.8708  1.790
10 C -2.4811 1.6762 0.2944  0.309
11 C -2.4843 2.9868 0.7520  -0.796
12 C -3.4184 3.3951 1.6980  -0.728
13 C -4.3463 2.4951 2.1935  -0.710
14 C -4.3391 1.1763 1.7500  -0.803
15 C -3.4094 0.7698 0.8095  -0.272
16 C -2.0986 -0.0101 -2.0018  0.597
17 C -1.3839 -1.0326 -2.6196  -0.275
18 C -2.0050 -1.8711 -3.5343  -0.777
19 C -3.3471 -1.6985 -3.8357  -0.742
20 C -4.0707 -0.6854 -3.2195  -0.929
21 C -3.4501 0.1536 -2.3076  -0.650
22 H 2.0010 3.1249 -0.7004  0.532
23 H 2.0206 2.0528 -1.9248  0.412
24 H 1.5976 4.7541 -2.5889  0.505
25 H -0.2340 5.8834 -3.8020  0.418
26 H -2.5115 4.9092 -3.7931  0.465
27 H -2.9501 2.8289 -2.5647  0.367
28 H -1.7620 3.7012 0.3754  0.385
29 H -3.4224 4.4227 2.0367  0.484
30 H -5.0785 2.8163 2.9226  0.411
31 H -5.0608 0.4677 2.1330  0.471
32 H -3.4153 -0.2598 0.4708  0.393
33 H -0.3377 -1.1732 -2.3755  0.062
34 H -1.4387 -2.6630 -4.0068  0.495
35 H -3.8324 -2.3561 -4.5441  0.420
36 H -5.1193 -0.5506 -3.4449  0.458
37 H -4.0334 0.9256 -1.8222  0.450
38 O 1.5104 -0.1181 -1.7379  -0.061
39 N 2.7854 -0.4305 -2.0662  0.032
40 C 2.9239 -1.0981 -3.2363  -0.472
41 C 4.1559 -1.4957 -3.6589  -0.837
42 C 5.2652 -1.2025 -2.8498  -0.269
43 C 5.0927 -0.5308 -1.6724  -0.880
44 C 3.8109 -0.1265 -1.2466  0.859
45 S 3.5098 0.7307 0.2058  -0.481
46 H 1.9965 -1.2660 -3.7607  0.554
47 H 4.2497 -2.0227 -4.5954  0.454
48 H 6.2560 -1.5090 -3.1547  0.414
49 H 5.9264 -0.2946 -1.0278  0.483
50 C 0.1543 3.6049 3.9312  -1.458
51 C 0.2091 2.4480 2.9801  0.906
52 S 1.2140 2.4970 1.6202  -0.551
53 C -0.4984 1.2974 3.1716  0.391
54 C -1.4014 1.0710 4.3488  -1.919
55 S -0.3511 0.0847 1.9997  -0.468
56 H 0.8303 4.4051 3.6393  0.454
57 H 0.4163 3.2887 4.9423  0.344
58 H -0.8594 4.0106 3.9714  0.263
59 H -0.8427 1.1175 5.2864  0.461
60 H -1.8898 0.0996 4.2921  0.423
61 H -2.1796 1.8347 4.3946  0.353
62 C 2.3047 -4.7862 0.4641  -1.023
63 C 2.8770 -3.7164 -0.4361  -0.395
64 O 2.2104 -2.4301 -0.4333  0.536
65 P 1.3862 -1.7337 0.7294  -0.394
66 O 2.3325 -1.9807 1.9850  0.105
67 C 1.9293 -2.3013 3.3340  0.368
68 C 3.1611 -2.2503 4.2000  -1.450
69 O 0.1867 -2.7390 1.0853  0.147
70 C -0.9591 -2.8398 0.2205  1.078
71 C -2.0034 -3.6729 0.9161  -1.730
72 H 2.8692 -5.7011 0.2808  0.472
73 H 1.2578 -4.9878 0.2466  0.178
74 H 2.3996 -4.5352 1.5180  0.195
75 H 2.8321 -4.0408 -1.4763  0.299
76 H 3.9200 -3.5117 -0.1903  0.310
77 H 1.4736 -3.2931 3.3273  0.297
78 H 1.1768 -1.5825 3.6579  -0.020
79 H 3.9140 -2.9535 3.8446  0.319
80 H 2.9056 -2.5146 5.2263  0.430
81 H 3.5955 -1.2514 4.1990  0.315
82 H -0.6423 -3.2905 -0.7248  0.426
83 H -1.3288 -1.8356 0.0037  -0.762
84 H -1.6471 -4.6848 1.1035  0.394
85 H -2.8959 -3.7358 0.2921  0.427
86 H -2.2807 -3.2205 1.8680  0.322

Values from the calculation:
ΔE to the lowest compared entry with this formula, charge and spin	21.7	kJ/mol
total charge	+1
molecular weight	871.690	g mol⁻¹
multiplicity	1


Computed, not measured: C3H6N2O in the gas phase, with ωB97M-V/def2-TZVPD.

Last column: natural (NBO) charge in e.
Cartesian coordinates (Å):
1 N 0.2090 -1.1951 -1.4689  -0.816
2 C 0.0103 -0.8069 -0.1879  0.765
3 O 0.2982 -1.3648 0.9141  -0.625
4 N -0.5026 0.5762 -0.2928  -0.499
5 C -0.6436 1.2782 0.9654  -0.262
6 C 0.6522 1.5238 0.2309  -0.259
7 H -0.5957 -0.7615 -2.1547  0.411
8 H 0.1633 -2.2219 -1.6474  0.395
9 H -1.4210 2.0949 0.7854  0.210
10 H -0.8085 0.6260 2.0595  0.245
11 H 0.5835 2.3495 -0.5210  0.208
12 H 1.6342 1.1927 0.4469  0.225

Values from the calculation:
ΔE to the lowest compared entry with this formula, charge and spin	282.1	kJ/mol
molecular weight	86.094	g mol⁻¹
multiplicity	1


Computed, not measured: 2 unconnected molecules or ions with the total composition C6H16NO, with ωB97M-V/def2-TZVPD.

Last column: natural (NBO) charge in e.
Cartesian coordinates (Å):
1 C 1.1060 0.8049 1.3025  -0.214
2 O -0.2708 1.1119 1.3961  -0.715
3 C 1.4740 -0.3662 0.4854  0.427
4 C 1.0372 -0.6665 -0.8401  -0.394
5 C 0.4193 0.5162 -1.5822  -0.615
6 C 0.1920 -1.9872 -0.9454  -0.332
7 C 0.0531 -2.4391 -2.3989  -0.612
8 N -3.0049 2.6398 2.3464  -0.311
9 H 1.5116 0.7341 2.3124  0.241
10 H 1.5668 1.6959 0.8426  0.298
11 H -0.8578 0.3503 1.4064  0.488
12 H 2.2843 -0.9692 0.9149  0.244
13 H 1.9939 -0.8322 -1.3838  0.329
14 H 0.9841 1.4311 -1.3884  0.222
15 H 0.4233 0.3791 -2.6576  0.265
16 H -0.5899 0.7186 -1.2194  0.219
17 H 0.6900 -2.7448 -0.3368  0.231
18 H -0.7596 -1.7946 -0.4523  0.210
19 H -0.2000 -3.4830 -2.4991  0.262
20 H 0.9923 -2.2457 -2.9160  0.220
21 H -0.6614 -1.8122 -2.9267  0.227
22 H -2.0972 2.3043 2.7056  0.433
23 H -3.8383 2.4356 2.9227  0.437
24 H -3.0308 3.4818 1.7504  0.439

Values from the calculation:
ΔE to the lowest compared entry with this formula, charge and spin	324.2	kJ/mol
total charge	+2
molecular weight	118.200	g mol⁻¹
multiplicity	2


no.,maximum force (Eh/bohr)
1,0.064
2,0.075
3,0.066
4,0.091
5,0.061
6,0.012
7,0.094
8,0.029